Record 1
{"formula": "C28H33N4", "method": "the ωB97M-V functional and the def2-TZVPD basis", "species": ["N", "N", "N", "N", "C", "C", "C", "C", "C", "C", "C", "C", "C", "C", "C", "C", "C", "C", "C", "C", "C", "C", "C", "C", "C", "C", "C", "C", "C", "C", "C", "C", "H", "H", "H", "H", "H", "H", "H", "H", "H", "H", "H", "H", "H", "H", "H", "H", "H", "H", "H", "H", "H", "H", "H", "H", "H", "H", "H", "H", "H", "H", "H", "H", "H"], "positions_angstrom": [[0.6742, -1.0914, 1.7339], [1.6695, 4.2824, 5.9184], [1.6165, 0.9989, 2.1688], [2.3362, 6.0285, -0.0212], [-1.8587, 0.4165, 2.6007], [3.2025, 6.2585, 6.2153], [3.8882, 5.7138, 3.5097], [2.0312, 4.1887, 1.3012], [2.9348, 0.4415, 2.3587], [1.9909, 5.6142, 1.2275], [-0.4257, -1.9141, 1.2006], [0.5890, 0.2339, 1.8615], [2.4746, 7.4127, -0.4267], [-1.6086, -2.1009, 2.1486], [4.4776, 6.7823, 4.2084], [2.3779, 3.7559, -0.0586], [4.1303, 7.0630, 5.5383], [2.6117, 5.2250, 5.4966], [-0.7745, 0.8753, 1.6196], [-2.5417, -0.8991, 2.2226], [1.9377, -1.7818, 1.9034], [2.9092, 4.9585, 4.1387], [3.0706, 4.8794, -2.1350], [1.1254, 4.2036, 7.2587], [3.1347, 2.4466, -1.9221], [2.5861, 4.9168, -0.8361], [2.6342, 2.5122, -0.6094], [1.3463, 3.4506, 4.8886], [1.8801, 3.3672, 2.4110], [3.3625, 3.6149, -2.6705], [2.0321, 3.8588, 3.7140], [2.8194, -0.9909, 2.8236], [3.2166, 5.8011, -2.6935], [1.1888, 3.1732, 7.6268], [0.0723, 4.5140, 7.2798], [1.7250, 6.3169, 2.0140], [2.8389, 7.4313, -1.4545], [0.6033, 2.6624, 4.9964], [3.3531, 1.4714, -2.3612], [-1.4494, 0.3369, 3.6181], [-3.3249, -1.1083, 2.9617], [-0.7809, -1.5008, 0.2432], [1.7314, -2.7709, 2.3229], [-3.0406, -0.7792, 1.2506], [3.5290, 0.4991, 1.4297], [3.1854, 7.9387, 0.2240], [3.4545, 1.0459, 3.1082], [3.8085, -1.4461, 2.8701], [-1.2488, -2.3647, 3.1521], [2.9410, 6.4176, 7.2592], [-0.6270, 1.9568, 1.7248], [5.2193, 7.4022, 3.7043], [-2.6287, 1.1971, 2.6429], [4.5921, 7.9041, 6.0507], [2.3929, -0.9940, 3.8305], [1.5102, 7.9325, -0.3692], [1.7046, 4.8628, 7.9080], [-2.1859, -2.9644, 1.7920], [1.4853, 2.1685, 2.2514], [-1.0883, 0.6840, 0.5814], [0.0019, -2.9029, 0.9988], [4.1840, 5.4719, 2.4909], [3.7687, 3.5351, -3.6765], [2.4229, -1.9242, 0.9251], [2.4291, 1.6329, -0.0005]], "atomic_forces_ev_per_a": [[-0.7, -0.6, -0.4], [-0.1, -0.4, -0.6], [-2.0, -4.1, -0.7], [-0.6, -0.4, 1.2], [-0.3, -0.1, 0.1], [0.3, 0.3, -0.2], [0.6, 0.7, 0.3], [0.5, 1.2, -0.7], [0.2, 0.0, -0.1], [0.6, -0.7, -0.9], [-0.2, -0.1, 0.0], [0.5, 0.3, -0.1], [-0.1, 0.4, 0.0], [-0.1, -0.1, 0.1], [-0.2, -0.6, -0.4], [-0.1, 0.7, 0.1], [-0.5, -0.4, 0.2], [0.1, -0.3, -0.4], [0.6, 0.3, 0.2], [-0.1, 0.1, 0.1], [0.2, -0.2, -0.2], [-0.8, 0.2, 0.7], [0.1, -0.5, -0.2], [-0.3, -0.1, 0.2], [-0.2, 0.0, 0.6], [0.2, -0.3, 0.4], [0.2, -0.3, -0.7], [0.8, 0.7, -0.6], [-1.2, 2.2, 0.5], [-0.2, 0.3, 0.3], [0.3, 0.5, 0.9], [0.6, 0.0, 0.5], [0.1, -0.3, -0.1], [0.1, 0.3, 0.0], [0.3, 0.0, 0.0], [0.1, -0.1, -0.3], [-0.1, 0.2, 0.2], [0.2, 0.3, 0.1], [-0.1, 0.3, 0.1], [0.0, 0.0, -0.2], [0.1, 0.0, -0.2], [0.2, -0.2, 0.2], [0.1, 0.1, -0.1], [0.1, 0.0, 0.1], [-0.2, 0.0, 0.2], [-0.1, -0.2, -0.2], [0.0, 0.0, -0.1], [0.0, -0.1, 0.1], [0.1, 0.1, -0.2], [0.2, 0.2, -0.2], [0.0, -0.2, -0.1], [-0.2, -0.2, 0.2], [0.2, -0.1, 0.0], [-0.1, -0.2, -0.1], [0.0, -0.1, 0.0], [0.2, -0.2, -0.1], [-0.2, -0.2, 0.0], [0.1, 0.1, 0.1], [0.8, 1.2, 0.2], [0.1, 0.1, 0.3], [0.0, 0.3, -0.1], [0.0, 0.2, 0.2], [-0.1, 0.0, 0.2], [-0.1, 0.0, 0.1], [0.2, 0.1, -0.4]], "max_force_ev_per_a": 4.58, "spin_multiplicity": 1, "orbital_gap_ev": 6.5, "de_lowest_kcal_mol": 25.68, "homo_ev": -9.783, "charge": 1}

Record 2
{"formula": "C4H9N", "method": "the ωB97M-V functional and the def2-TZVPD basis", "species": ["N", "C", "C", "C", "C", "H", "H", "H", "H", "H", "H", "H", "H", "H"], "positions_angstrom": [[1.3827, -2.2182, -3.5042], [1.6763, -1.9018, -1.1281], [1.0670, -1.5916, -2.2899], [-2.3842, 3.0081, 3.3385], [-1.6874, 2.0086, 2.7966], [1.6598, -1.1827, -0.3259], [0.7120, -0.5718, -2.4032], [2.1500, -2.8710, -1.0344], [-2.5627, 3.0830, 4.4049], [1.6026, -1.6620, -4.3086], [1.9838, -3.0199, -3.4278], [-2.5120, 3.9494, 2.8130], [-1.4046, 1.9159, 1.7543], [-1.6833, 1.0541, 3.3149]], "atomic_forces_ev_per_a": [[-1.1, -0.8, 0.2], [-1.2, -0.2, -0.7], [3.0, 1.1, -0.2], [1.5, 0.7, -0.3], [-1.5, -0.7, 0.2], [-0.3, -0.3, 0.3], [-0.6, -0.2, -0.1], [0.3, 0.2, 0.3], [-0.5, -0.5, -0.1], [-0.2, 0.3, 0.1], [0.1, 0.0, 0.1], [-0.1, -0.1, -0.1], [0.0, 0.5, 0.0], [0.6, 0.1, 0.3]], "max_force_ev_per_a": 3.14, "spin_multiplicity": 1, "orbital_gap_ev": 9.2, "de_lowest_kcal_mol": 46.31, "homo_ev": -8.191, "smiles": "C=CN.C=C"}